{"formula": "C48H67NO8W", "method": "the ωB97M-V functional and the def2-TZVPD basis", "lumo_ha": -0.4601, "orbital_gap_ev": 5.5, "max_force_ev_per_a": 1.61, "charge": 4, "symbols": ["W", "C", "O", "C", "C", "C", "C", "C", "C", "C", "C", "C", "C", "C", "C", "C", "C", "C", "C", "C", "C", "C", "C", "C", "C", "C", "C", "C", "C", "C", "C", "C", "C", "O", "C", "C", "C", "C", "C", "O", "C", "C", "C", "C", "C", "C", "O", "C", "C", "C", "C", "H", "H", "H", "H", "H", "H", "H", "H", "H", "H", "H", "H", "H", "H", "H", "H", "H", "H", "H", "H", "H", "H", "H", "H", "H", "H", "H", "H", "H", "H", "H", "H", "H", "H", "H", "H", "H", "H", "H", "H", "H", "H", "H", "H", "H", "H", "H", "H", "H", "H", "H", "H", "H", "H", "H", "H", "H", "H", "O", "H", "H", "O", "H", "H", "N", "C", "C", "O", "O", "H", "H", "H", "H", "H"], "xyz": [[-0.66499, 0.50743, -0.05486], [0.74951, 3.14309, 1.46786], [0.01217, 1.87808, 1.30061], [-1.09793, 1.56381, 2.13370], [-2.32546, 2.20215, 1.85445], [-2.49148, 3.10655, 0.65658], [-2.93226, 2.43284, -0.63801], [-3.40605, 3.23479, -1.65946], [-3.82827, 2.72332, -2.89362], [-3.75660, 1.33820, -3.08652], [-3.31541, 0.46846, -2.10564], [-3.47379, -1.01591, -2.37507], [-2.80580, -2.08491, -1.53924], [-3.53374, -3.19296, -1.13963], [-2.96269, -4.25785, -0.43200], [-1.60659, -4.18319, -0.13819], [-0.81313, -3.10156, -0.51997], [0.66628, -3.11559, -0.18487], [0.94090, -2.87964, 1.28276], [1.55756, -3.78384, 2.13597], [1.80716, -3.47673, 3.47792], [1.42252, -2.21611, 3.96108], [0.80247, -1.27667, 3.15486], [0.43558, 0.11261, 3.66010], [-0.90594, 0.69376, 3.24366], [-2.02647, 0.41926, 3.98965], [-3.28674, 0.99582, 3.72862], [-3.40352, 1.88106, 2.64142], [-4.45066, 0.68039, 4.64071], [-4.69057, -0.84178, 4.62358], [-4.06583, 1.12862, 6.06717], [-5.73546, 1.39375, 4.22173], [0.58918, -1.66461, 1.83986], [-0.02586, -0.73548, 1.02552], [2.50342, -4.45390, 4.41917], [3.83793, -3.82812, 4.85945], [1.61554, -4.69702, 5.64975], [2.78463, -5.79907, 3.74928], [-1.45832, -2.08988, -1.20427], [-0.71360, -0.87584, -1.55315], [-0.20248, -0.85769, -2.93722], [-3.82366, -5.45715, -0.05292], [-3.04861, -6.47842, 0.77969], [-4.30273, -6.13060, -1.35035], [-5.03535, -4.97837, 0.76060], [-2.87403, 1.03932, -0.89294], [-2.48210, 0.15683, 0.12704], [-4.38157, 3.66752, -3.94682], [-4.77944, 2.93843, -5.22999], [-5.62497, 4.36279, -3.36037], [-3.30911, 4.71971, -4.27969], [0.04516, 3.96757, 1.48046], [1.43596, 3.20891, 0.63098], [1.27403, 3.07587, 2.41739], [-1.57281, 3.65410, 0.44360], [-3.23009, 3.87079, 0.90126], [-3.46812, 4.30224, -1.48573], [-4.09907, 0.91985, -4.02376], [-3.21331, -1.17429, -3.42650], [-4.54894, -1.20977, -2.33754], [-4.58397, -3.23512, -1.40017], [-1.12840, -4.99571, 0.39315], [1.20846, -2.36574, -0.77034], [1.07232, -4.08492, -0.47381], [1.83870, -4.75304, 1.74739], [1.60854, -1.96942, 4.99894], [1.23954, 0.81191, 3.41497], [0.41514, 0.05638, 4.74856], [-1.92572, -0.24800, 4.83595], [-4.36269, 2.32854, 2.41991], [-3.80960, -1.40842, 4.92632], [-5.00369, -1.18084, 3.63448], [-5.48777, -1.07752, 5.32798], [-3.24400, 0.54252, 6.47879], [-4.92714, 0.98709, 6.71927], [-3.79438, 2.18466, 6.09628], [-6.05436, 1.11110, 3.21608], [-5.64040, 2.47980, 4.27741], [-6.53603, 1.10846, 4.90226], [3.68963, -2.92559, 5.45449], [4.46260, -3.57953, 3.99901], [4.38704, -4.53925, 5.47596], [1.39036, -3.77792, 6.19165], [2.13307, -5.36023, 6.34237], [0.67480, -5.17369, 5.36968], [3.46758, -5.70409, 2.90230], [1.86807, -6.28959, 3.41525], [3.26065, -6.46247, 4.46982], [-0.96438, -1.31515, -3.55982], [0.71823, -1.43214, -2.95344], [-0.03598, 0.17828, -3.20981], [-2.22631, -6.92637, 0.21814], [-3.71865, -7.28810, 1.06514], [-2.65587, -6.04170, 1.70105], [-3.46158, -6.40703, -1.98804], [-4.97211, -5.48544, -1.92134], [-4.85243, -7.03966, -1.10732], [-4.72219, -4.52016, 1.70118], [-5.67087, -5.83097, 0.99855], [-5.64908, -4.26249, 0.21271], [-5.56369, 2.19903, -5.05819], [-3.92696, 2.45190, -5.70955], [-5.17656, 3.66246, -5.93959], [-6.40205, 3.64005, -3.10823], [-6.03250, 5.04620, -4.10466], [-5.39237, 4.94988, -2.47118], [-2.39605, 4.25182, -4.65498], [-3.05978, 5.34531, -3.42160], [-3.68654, 5.37916, -5.06031], [2.63323, 0.63416, 0.87816], [2.78172, -0.18896, 1.36377], [3.10897, 1.29166, 1.40130], [0.07497, 1.70564, -1.33828], [2.09844, 1.84204, -1.88444], [-0.47504, 2.32676, -1.84335], [5.60451, -0.43262, -2.91259], [4.68071, 0.65603, -3.36544], [3.41122, 0.65650, -2.52326], [2.95610, 1.88053, -2.34812], [2.87858, -0.34958, -2.12339], [6.42353, -0.49328, -3.52754], [5.12712, -1.34003, -2.92674], [5.94921, -0.27674, -1.96142], [4.40366, 0.43209, -4.39643], [5.19912, 1.61087, -3.33801]], "atomic_forces_ev_per_a": [[-1.30, 0.40, 0.85], [0.24, -0.12, 0.03], [-0.26, 0.28, 0.02], [0.07, 0.05, 0.03], [0.05, 0.09, 0.04], [-0.02, -0.06, -0.02], [-0.11, -0.14, -0.02], [0.19, 0.11, 0.00], [-0.01, 0.03, 0.03], [0.05, -0.02, -0.01], [0.01, 0.05, -0.05], [-0.01, -0.02, -0.03], [-0.02, 0.04, 0.10], [0.00, 0.02, -0.03], [0.01, 0.00, -0.01], [0.00, -0.05, -0.02], [-0.03, 0.01, -0.04], [0.00, -0.01, 0.00], [0.01, 0.10, -0.06], [-0.06, -0.03, 0.05], [0.01, -0.01, -0.01], [-0.05, -0.03, 0.02], [-0.07, 0.04, -0.03], [0.00, 0.02, 0.08], [-0.01, -0.07, -0.02], [0.03, -0.06, -0.03], [-0.02, 0.01, -0.01], [0.01, -0.02, 0.00], [0.00, -0.02, -0.03], [-0.01, 0.00, 0.00], [0.00, 0.00, 0.00], [0.00, 0.00, 0.01], [0.14, 0.10, 0.31], [0.14, -0.06, -0.82], [-0.01, -0.02, 0.00], [-0.01, 0.01, 0.01], [0.00, -0.01, 0.00], [0.01, 0.02, -0.01], [0.10, -0.01, -0.03], [0.09, -0.18, -0.06], [0.03, -0.01, -0.02], [0.01, 0.00, 0.02], [0.00, 0.00, -0.02], [-0.01, 0.00, 0.01], [0.00, -0.01, 0.01], [0.06, -0.03, -0.01], [0.23, -0.19, 0.02], [0.01, 0.01, -0.01], [0.01, 0.00, 0.00], [0.00, 0.00, -0.01], [-0.01, 0.00, 0.00], [-0.01, -0.01, 0.01], [-0.01, 0.01, -0.01], [0.01, -0.01, -0.01], [-0.05, 0.06, 0.01], [-0.04, -0.05, 0.01], [0.00, 0.00, 0.01], [-0.02, 0.00, 0.00], [-0.01, 0.00, 0.00], [0.00, 0.00, 0.02], [0.00, 0.00, 0.00], [0.00, -0.01, -0.01], [0.00, -0.02, -0.01], [0.00, 0.00, 0.02], [0.03, 0.01, -0.02], [0.02, 0.01, 0.00], [-0.01, -0.02, -0.08], [0.05, 0.05, 0.00], [0.01, 0.02, 0.02], [0.00, 0.02, 0.01], [0.00, 0.00, 0.01], [0.01, 0.00, -0.01], [-0.01, 0.00, 0.00], [0.01, 0.01, 0.00], [0.00, -0.01, 0.00], [-0.01, 0.01, 0.00], [0.00, 0.00, 0.00], [0.00, 0.00, 0.00], [0.00, 0.00, 0.00], [0.00, 0.01, -0.01], [0.01, -0.01, 0.00], [-0.01, 0.00, 0.01], [0.01, 0.00, 0.01], [0.00, -0.01, 0.00], [-0.01, 0.01, 0.00], [0.00, 0.00, 0.00], [0.00, 0.00, 0.00], [0.00, 0.00, 0.00], [0.00, 0.00, 0.01], [0.00, 0.01, 0.00], [0.01, -0.01, 0.00], [0.01, 0.00, 0.00], [0.00, -0.01, 0.00], [0.00, 0.00, 0.01], [0.00, -0.01, 0.00], [0.01, 0.01, -0.01], [-0.01, 0.01, 0.00], [0.00, 0.01, 0.00], [0.00, 0.00, 0.01], [0.00, 0.00, 0.00], [-0.01, 0.00, 0.00], [0.00, -0.01, 0.00], [0.00, 0.00, 0.00], [0.00, 0.00, 0.00], [0.00, 0.00, 0.00], [0.00, 0.00, 0.00], [0.00, 0.00, -0.01], [0.01, 0.00, 0.01], [0.00, 0.01, 0.00], [-0.07, 0.06, 0.11], [0.01, -0.06, -0.10], [0.09, 0.00, -0.09], [0.30, -0.09, 0.09], [-0.01, -0.03, 0.00], [0.03, -0.11, -0.13], [-0.02, -0.05, -0.04], [-0.01, 0.01, -0.02], [-0.06, -0.05, -0.02], [-0.01, 0.07, -0.05], [0.26, -0.09, -0.06], [-0.02, -0.02, -0.01], [0.00, 0.01, 0.04], [0.01, 0.00, -0.02], [0.00, 0.09, -0.02], [0.03, -0.02, 0.07]], "lowdin_charge": [2.107, 0.074, -0.312, -0.239, -0.138, -0.043, -0.136, 0.043, -0.096, 0.069, -0.102, -0.034, -0.131, 0.060, -0.112, 0.069, -0.116, -0.038, -0.116, 0.070, -0.110, 0.055, -0.113, -0.025, -0.087, 0.075, -0.065, 0.085, -0.546, -0.016, -0.010, -0.044, -0.197, -0.177, -0.555, -0.027, -0.026, -0.052, -0.171, -0.308, 0.061, -0.553, -0.052, -0.022, -0.030, -0.273, -0.156, -0.551, -0.046, -0.014, -0.025, 0.111, 0.105, 0.122, 0.113, 0.156, 0.137, 0.129, 0.141, 0.152, 0.132, 0.125, 0.113, 0.145, 0.123, 0.132, 0.124, 0.142, 0.140, 0.134, 0.084, 0.094, 0.107, 0.088, 0.108, 0.102, 0.094, 0.100, 0.106, 0.085, 0.092, 0.102, 0.080, 0.103, 0.098, 0.092, 0.095, 0.103, 0.118, 0.100, 0.096, 0.094, 0.102, 0.091, 0.098, 0.087, 0.102, 0.091, 0.102, 0.080, 0.097, 0.095, 0.105, 0.102, 0.107, 0.086, 0.091, 0.083, 0.105, -0.033, 0.061, 0.070, -0.278, 0.093, 0.087, 0.226, -0.008, -0.512, 0.163, 0.103, 0.194, 0.179, 0.188, 0.163, 0.157]}